1.
Molecular formula: C58H49FGeI2N3OP3Pd
Method: DFT, ωB97M-V/def2-TZVPD

Geometry as XYZ:
```
119
Properties=species:S:1:pos:R:3:forces:R:3
Pd 0.167558 0.117382 -0.092114 0.2 0.3 -1.0
F -3.652758 -3.237990 1.499043 0.2 0.2 -0.1
Ge -2.352397 -2.133366 0.916267 -1.2 -1.2 0.3
C -2.614346 -2.728318 -1.006512 0.5 0.7 0.8
C -3.534428 -3.759535 -1.177964 -0.2 -0.2 0.2
C -3.734713 -4.346417 -2.412565 0.1 0.1 0.0
C -3.008569 -3.915220 -3.509063 0.0 0.0 -0.1
C -2.108227 -2.881902 -3.359272 0.0 0.0 0.0
C -1.913991 -2.274294 -2.115612 0.0 0.2 0.1
P -0.664908 -0.950121 -2.118352 -0.2 -0.5 -0.3
C -1.214664 0.190207 -3.418317 0.1 0.1 0.3
C -0.324609 1.179097 -3.836592 0.0 -0.1 0.1
C -0.678179 2.043296 -4.854792 0.0 0.0 -0.1
C -1.919978 1.932403 -5.463925 0.1 -0.1 0.0
C -2.822003 0.978917 -5.019361 0.0 0.0 -0.1
C -2.485340 0.123400 -3.986857 0.1 -0.1 0.0
C 0.695326 -1.937590 -2.820542 0.2 0.1 0.2
C 1.066373 -3.048145 -2.061752 -0.1 0.2 0.0
C 1.979659 -3.957392 -2.555703 0.0 -0.1 0.0
C 2.541262 -3.759988 -3.808790 -0.1 0.1 0.0
C 2.174532 -2.657432 -4.565444 0.0 -0.1 -0.1
C 1.253858 -1.743444 -4.078960 -0.1 0.1 0.1
C -0.957478 -3.177148 1.980765 -0.3 0.9 -0.7
C -1.445744 -4.260993 2.703579 -0.3 -0.1 0.1
C -0.615601 -5.027678 3.500994 0.0 0.0 0.0
C 0.725909 -4.711640 3.614258 0.1 0.0 0.0
C 1.228497 -3.648226 2.894810 0.0 0.0 0.0
C 0.401218 -2.899395 2.054379 0.2 0.0 -0.2
P 1.208275 -1.497095 1.232673 0.2 -0.7 1.1
C 2.774749 -2.111414 0.543540 -0.3 0.3 -0.2
C 3.650363 -1.127889 0.081898 -0.1 0.0 0.1
C 4.882130 -1.484770 -0.434915 0.1 0.0 0.0
C 5.237136 -2.823170 -0.518483 0.0 0.1 0.0
C 4.350369 -3.801105 -0.098517 0.0 -0.1 0.0
C 3.115807 -3.454416 0.419300 -0.1 0.1 0.1
C 1.684573 -0.638588 2.769880 -0.1 0.3 -0.1
C 2.908978 -0.769458 3.418458 -0.1 -0.2 -0.1
C 3.076143 -0.217299 4.682575 0.1 -0.1 0.1
C 2.037318 0.468619 5.293385 0.0 -0.1 0.0
C 0.825314 0.615882 4.636110 0.0 0.0 0.0
C 0.650853 0.063629 3.382856 0.0 -0.1 -0.1
C -3.419269 -0.508754 1.554994 1.1 -0.5 -0.5
C -4.601579 -0.819331 2.222839 -0.2 -0.3 0.2
C -5.529350 0.153826 2.542584 0.1 0.0 0.0
C -5.299153 1.472876 2.190528 0.0 0.1 0.0
C -4.117807 1.801646 1.563263 0.0 0.0 -0.1
C -3.166545 0.822903 1.252110 0.1 0.1 0.0
P -1.640496 1.504834 0.535931 -0.9 0.2 0.3
C -2.309278 2.384057 -0.920777 0.3 -0.2 0.0
C -1.687986 3.489946 -1.498014 0.0 0.0 0.1
C -2.284691 4.149270 -2.555497 0.0 0.1 0.0
C -3.490159 3.703511 -3.068529 -0.1 -0.1 0.1
C -4.082139 2.565060 -2.543632 0.0 0.1 0.0
C -3.491500 1.898955 -1.487505 0.0 0.0 0.2
C -1.183943 2.729602 1.820498 0.2 -0.2 -0.1
C -1.661495 2.572739 3.124095 0.0 -0.1 -0.1
C -1.303200 3.470790 4.112495 0.0 0.0 0.0
C -0.446276 4.520837 3.829124 0.0 -0.1 0.0
C 0.059461 4.664419 2.547560 0.1 0.1 0.0
C -0.301301 3.773564 1.554775 -0.1 -0.1 -0.1
H -4.104439 -4.117093 -0.337279 0.0 0.0 0.1
H -4.450152 -5.147243 -2.506251 -0.1 -0.1 0.0
H -3.140378 -4.380534 -4.472926 0.0 0.0 -0.1
H -1.538230 -2.534827 -4.208961 0.0 0.0 -0.1
H 0.639085 1.271876 -3.354398 0.0 0.0 -0.1
H 0.019157 2.803727 -5.172420 0.1 0.1 -0.1
H -2.189199 2.591303 -6.275250 0.0 0.1 -0.1
H -3.796966 0.901961 -5.477284 -0.1 0.0 0.0
H -3.208590 -0.599403 -3.640169 0.0 -0.1 0.0
H 0.598331 -3.209525 -1.093688 0.0 -0.1 0.0
H 2.239406 -4.830890 -1.976970 0.0 -0.1 0.0
H 3.248521 -4.474691 -4.200987 0.1 -0.1 0.0
H 2.590773 -2.524833 -5.554172 0.0 0.0 0.0
H 0.948739 -0.904533 -4.688198 0.0 0.0 0.0
H -2.491463 -4.507618 2.660037 -0.1 0.0 0.0
H -1.027501 -5.856705 4.053665 -0.1 -0.1 0.0
H 1.378938 -5.281708 4.256195 0.0 -0.1 0.1
H 2.271225 -3.380021 2.990856 0.0 -0.1 0.0
H 3.351498 -0.087062 0.137914 0.1 0.0 0.0
H 5.567378 -0.719891 -0.768323 0.1 0.1 -0.1
H 6.195795 -3.107419 -0.923435 0.1 0.0 0.0
H 4.617754 -4.843755 -0.177847 0.0 -0.1 0.0
H 2.425102 -4.227931 0.724516 0.0 0.0 0.0
H 3.720102 -1.313618 2.954818 0.1 0.0 -0.1
H 4.021863 -0.335041 5.190656 0.1 0.0 0.1
H 2.169080 0.866473 6.286606 0.0 0.1 0.1
H 0.016851 1.153671 5.101955 -0.1 0.1 0.1
H -0.302951 0.145961 2.865975 0.0 0.0 0.2
H -4.817055 -1.837777 2.496349 0.0 -0.1 -0.1
H -6.434152 -0.127240 3.056328 -0.1 0.0 0.1
H -6.025667 2.237439 2.414081 -0.1 0.1 0.0
H -3.912284 2.830504 1.301598 -0.1 0.1 0.0
H -0.735416 3.840137 -1.138953 0.0 0.0 0.0
H -1.805738 5.016912 -2.982822 0.1 0.1 0.0
H -3.960339 4.231773 -3.882937 0.0 0.1 -0.1
H -5.007170 2.195885 -2.959953 -0.1 -0.1 0.0
H -3.961131 1.007994 -1.090526 0.0 0.0 0.0
H -2.333958 1.763933 3.370889 0.0 0.0 0.0
H -1.700151 3.346471 5.108168 0.0 0.0 0.1
H -0.174688 5.219822 4.602970 0.0 0.1 0.1
H 0.732676 5.477857 2.317858 0.0 0.1 0.0
H 0.096140 3.902909 0.562192 0.0 0.1 0.0
I 3.685182 0.832979 -3.070046 0.1 -0.1 -0.2
I 5.321941 -0.793077 -4.401973 0.0 0.2 0.2
C 4.274000 4.711368 1.230597 0.3 0.0 0.0
N 3.350842 3.691405 0.804010 -0.1 0.0 0.1
C 2.688847 3.714609 -0.472497 -0.2 -0.1 -0.3
C 1.852907 2.443765 -0.381721 0.9 0.5 0.8
O 1.059261 2.048546 -1.230899 -0.5 -0.3 -0.3
N 2.122366 1.813785 0.776994 -0.3 -0.5 -0.4
C 3.039326 2.549401 1.428916 0.1 0.3 0.1
N 3.594765 2.180109 2.574523 -0.1 0.3 -0.3
H 4.004084 5.644560 0.741633 0.0 0.0 0.1
H 5.300522 4.458629 0.955527 0.0 0.1 0.0
H 4.212269 4.863447 2.307403 0.0 0.0 0.0
H 3.399104 3.635444 -1.302136 0.0 0.1 0.0
H 2.086967 4.615720 -0.612830 -0.1 -0.1 0.0
H 3.337503 1.299068 3.000955 0.0 0.1 0.0
H 4.307758 2.750848 2.994459 0.0 -0.1 0.1
```
Positions in Å, forces in eV/Å.

Output
Kohn-Sham gap (spin up / spin down): 6.9237 / 5.7854 eV
Charge: +2
2S+1: 3

Results of the Mulliken charge analysis, in e, for atoms 1 through 8: Pd -0.73; F -0.53; Ge 2.10; C -0.87; C -0.12; C -0.85; C -1.02; C -0.25

---

2.
Molecular formula: C25H34NPmS
Method: DFT, ωB97M-V/def2-TZVPD

Geometry as XYZ:
```
62
Properties=species:S:1:pos:R:3:forces:R:3
C 1.039407 2.013298 -3.330691 0.2 0.0 0.8
H 2.044175 2.423147 -3.109043 0.0 0.4 0.0
H 0.989731 1.830082 -4.402793 0.1 -0.1 0.3
H 1.507285 0.713642 1.477191 0.1 0.2 0.8
C -0.082146 2.954650 -2.900027 0.2 0.5 -0.9
H -1.040456 2.595838 -3.311503 0.3 0.0 0.1
H -0.248860 2.987046 -1.783326 0.0 0.1 -0.1
C 0.128262 4.421829 -3.368112 -0.3 -0.3 0.3
H -0.767224 5.015224 -3.182766 0.0 0.1 0.0
H 0.965034 4.883366 -2.847069 0.1 0.0 0.0
H 0.335045 4.445634 -4.445052 0.0 -0.1 0.3
C -0.656858 -1.521239 -1.184119 0.7 0.4 -0.6
C -1.310554 -0.696320 -2.144467 0.7 -0.4 -0.2
C -0.429183 -0.528180 -3.245778 0.4 -0.1 0.4
C 0.830632 -1.116432 -2.907589 -0.8 -0.2 0.5
C 0.684258 -1.748607 -1.631064 -0.9 0.3 -0.5
C 1.643182 -2.693097 -0.999212 0.3 -0.3 0.1
C 2.034734 -1.139128 -3.777697 0.3 -0.1 -0.4
C -0.865401 -0.101970 -4.604676 -0.1 0.2 -0.4
C -2.760843 -0.364623 -2.144874 -0.5 0.2 0.0
C -1.388547 -2.341173 -0.183676 -0.3 -0.1 0.7
Pm 0.804888 0.875687 -1.284606 -1.2 -0.5 -2.9
H 2.901256 -1.561542 -3.255767 -0.1 0.1 -0.2
H 1.841851 -1.758977 -4.669083 0.2 0.2 0.2
H 2.297922 -0.132772 -4.133433 0.0 -0.3 0.0
H 2.586588 -2.731541 -1.557462 -0.2 -0.1 0.3
H 1.875317 -2.434999 0.046809 0.1 -0.2 -0.1
H 1.218483 -3.710938 -0.991456 0.2 0.3 0.1
H -2.158542 -1.752843 0.332534 0.0 -0.2 -0.1
H -1.916853 -3.194223 -0.653476 0.3 0.4 0.1
H -0.721031 -2.770788 0.572243 -0.1 0.0 0.0
H -2.958972 0.544666 -2.724246 -0.1 -0.2 0.1
H -3.374998 -1.170702 -2.586091 0.3 0.3 0.2
H -3.129150 -0.199887 -1.125302 0.0 0.0 -0.2
H -0.188467 0.608937 -5.080454 -0.1 -0.2 0.0
H -0.920367 -0.976745 -5.276372 0.0 0.2 0.3
H -1.865083 0.349449 -4.573390 0.3 -0.1 -0.1
N 0.970052 -0.015401 1.019972 -1.5 0.0 2.3
S -0.627522 -0.177928 2.128838 2.6 0.2 -0.6
C -0.092274 -1.513622 3.203738 0.0 -0.8 0.5
C 1.242076 -1.863653 3.454024 0.1 0.0 0.0
C 1.534972 -3.018822 4.198327 -0.1 0.4 -0.2
C 0.504055 -3.808227 4.712821 -0.3 0.2 -0.1
C -0.833372 -3.455777 4.479016 0.4 0.2 -0.1
C -1.119814 -2.314751 3.729565 -0.4 0.3 -0.3
C -0.503803 1.343282 3.039114 0.1 0.4 0.1
C -1.176798 2.485821 2.551295 0.1 -0.3 -0.1
C -1.011381 3.706325 3.209091 0.0 -0.1 -0.1
C -0.181179 3.788680 4.335881 -0.1 -0.2 0.0
C 0.463448 2.646005 4.825726 0.0 -0.3 -0.2
C 0.297210 1.415345 4.179022 0.2 0.3 0.2
H 1.539011 -0.861808 1.125284 -0.5 -0.2 0.0
H 2.052498 -1.236386 3.088730 0.0 -0.2 0.1
H 2.576330 -3.300972 4.376271 -0.4 0.2 -0.1
H 0.733002 -4.692015 5.313057 0.0 0.3 -0.3
H -1.648897 -4.068638 4.867338 0.3 0.2 -0.1
H -2.153054 -2.018620 3.537051 0.2 -0.3 0.1
H -1.805606 2.395304 1.664151 0.0 0.2 0.2
H -1.536016 4.596470 2.843887 0.2 -0.4 0.2
H -0.050736 4.745700 4.849677 -0.1 -0.4 -0.2
H 1.101312 2.696353 5.712518 -0.3 0.0 -0.3
H 0.781943 0.511589 4.541488 0.0 0.3 0.1
```
Positions in Å, forces in eV/Å.

Output
Kohn-Sham gap (spin up / spin down): 4.9613 / 4.8780 eV
Charge: +2
2S+1: 5

Results of the Mulliken charge analysis, in e, for atoms 1 through 8: C -1.08; H 0.44; H 0.46; H 0.53; C 0.25; H 0.09; H 0.02; C -1.45

---

no.,molar mass (g/mol)
1,1348.808
2,525.621